Record 1
{"formula": "C6H13N", "method": "ωB97M-V/def2-TZVPD", "elements": ["C", "H", "H", "H", "H", "C", "H", "H", "H", "C", "C", "H", "N", "H", "H", "H", "C", "C", "H", "H"], "xyz": [[-1.8754, -0.2343, 1.8989], [0.2848, -1.2173, 0.8689], [-0.5539, 1.7877, -0.3293], [-2.1861, -0.1742, 2.9344], [1.5676, 0.8922, 0.2967], [-0.6478, -0.3625, -0.8707], [-0.4112, -0.1258, -1.9067], [-1.7255, 1.8397, 1.6529], [2.5208, -0.5856, 0.4954], [-1.6464, 0.8607, 1.1991], [0.5462, -0.9916, -0.1646], [0.8330, -1.9213, -0.6590], [2.2848, 0.1083, -1.5329], [2.7587, 1.0052, -1.5628], [-2.1108, 1.1682, -0.8002], [3.0430, -0.5526, -1.6807], [1.7804, -0.0885, -0.1536], [-1.2006, 0.9074, -0.2408], [-1.8004, -1.2273, 1.4595], [-1.4612, -1.0884, -0.9046]], "forces_ev_per_a": [[-0.3091, -0.2413, 0.2663], [0.0567, -0.1311, -0.0115], [0.1868, -0.2705, -0.2448], [-0.0278, -0.0597, -0.0065], [-0.0764, -0.2889, -0.1265], [-0.1646, -0.0602, 0.0887], [0.1932, -0.1102, -0.0614], [-0.1728, 0.0340, 0.2496], [-0.0093, 0.3063, -0.1348], [0.6007, -0.1336, -0.4279], [0.2101, 0.6142, -0.0213], [-0.1049, -0.0938, -0.0104], [0.4749, 0.1795, 0.5375], [-0.1164, 0.0588, -0.1588], [0.1858, 0.1447, -0.1308], [-0.2237, -0.1050, -0.1924], [0.0336, -0.3396, 0.0586], [-0.6968, 0.4450, 0.2489], [0.0202, 0.1877, 0.1127], [-0.0602, -0.1361, -0.0351]], "homo_ev": -9.466, "e_tot_ev": -7922.1574, "e_above_lowest_kj_mol": 65.2, "smiles": "C=CCCCCN", "gap_ev": 10.589, "total_charge": 0}

Record 2
{"formula": "C2H3NS3", "method": "ωB97M-V/def2-TZVPD", "elements": ["S", "H", "S", "H", "S", "N", "H", "C", "C"], "xyz": [[0.5414, 1.3380, -0.4008], [-1.8206, 2.3559, 0.6833], [-1.6173, -1.3574, -0.1316], [-2.9006, -1.7442, 0.3487], [2.3101, -0.8911, -0.0542], [-2.1172, 0.3686, 0.1715], [0.9003, 0.6855, 2.0434], [-1.3698, 1.4595, 0.0672], [1.1857, 0.3222, 0.7846]], "forces_ev_per_a": [[-2.5026, 0.6214, -0.2779], [1.0494, -1.4086, -1.8749], [-2.0492, 2.1001, 0.7717], [1.6844, 0.3166, -0.7247], [-2.6904, 3.1728, 3.1961], [2.3716, 1.7309, -0.3968], [1.1147, -1.8348, -3.9327], [-0.9064, -2.8462, 2.2621], [1.9286, -1.8523, 0.9771]], "homo_ev": -8.786, "e_tot_ev": -36113.6355, "e_above_lowest_kj_mol": 433.2, "gap_ev": 7.340, "total_charge": 0}

Record 3
{"formula": "C5H14NOS", "method": "ωB97M-V/def2-TZVPD", "elements": ["O", "H", "C", "C", "H", "C", "H", "H", "H", "H", "H", "H", "H", "H", "N", "S", "H", "C", "H", "H", "H", "C"], "xyz": [[0.2265, 2.6623, -0.6006], [-1.4909, -0.5708, 5.0539], [1.6286, 0.1568, -0.4533], [-1.7198, -0.0771, 4.1753], [0.5215, -1.2507, 3.6959], [0.0997, 1.7290, -1.5640], [-0.5583, 0.1282, -0.7245], [-0.6530, -0.4760, -3.0132], [0.7349, 2.2510, 0.0774], [-1.6223, 0.9289, 3.9689], [-0.4488, 3.2303, -2.8786], [-2.6998, -0.4751, 3.9222], [1.2794, -0.3207, -3.3307], [1.6253, -0.9034, -0.0375], [-0.2900, 2.1870, -2.7441], [-0.4807, -0.7279, 2.9766], [1.6150, 0.7801, 0.4466], [0.3945, 0.3221, -1.2658], [2.5874, 0.3346, -0.8822], [-0.6017, 1.6288, -3.5330], [0.6027, -1.7343, -2.2903], [0.4623, -0.5590, -2.5535]], "forces_ev_per_a": [[-0.8195, -0.9642, -2.9121], [0.6205, 0.1841, 2.3304], [-0.1640, -1.5813, 2.9290], [0.0337, -2.3165, -2.2790], [-0.3258, 0.1728, 0.4600], [0.1131, 2.6951, -0.9258], [0.6356, -0.7774, 0.2510], [2.7478, -0.4891, 0.4952], [0.7134, -0.3638, 1.5595], [-0.2186, 2.1925, 0.9515], [0.2651, -1.8256, 0.5519], [-0.0033, 0.1811, -0.4526], [-1.3616, 0.0194, 1.3925], [0.1040, 1.3322, -0.5498], [-0.3523, 1.8499, 0.8290], [-0.0824, -0.3520, -1.1194], [-0.0075, -0.1714, 0.2302], [-0.3108, -0.6155, -1.8848], [0.4110, 0.1400, -1.0668], [0.4504, -0.3411, 0.4476], [-0.3947, 3.0084, -0.4079], [-2.0540, -1.9776, -0.8296]], "homo_ev": -11.712, "e_tot_ev": -19777.2889, "e_above_lowest_kj_mol": 97.8, "gap_ev": 7.836, "total_charge": 1}

Record 4
{"formula": "C4H10N2", "method": "ωB97M-V/def2-TZVPD", "elements": ["H", "C", "H", "C", "H", "H", "H", "H", "H", "N", "H", "N", "C", "H", "H", "C"], "xyz": [[1.1099, 2.0526, 0.4600], [1.4685, -2.3601, 0.1858], [-0.5338, 2.7155, 0.4844], [0.6771, -1.4946, 0.8159], [0.7845, -0.3458, 0.6933], [-0.1712, 1.3816, 1.5688], [-2.2299, 0.5079, 0.3916], [1.3730, -3.4298, 0.3408], [-2.2935, 0.3951, -1.3115], [-1.7261, 0.3605, -0.4743], [-0.3356, 0.4549, -2.4277], [0.1729, 0.9528, -1.6954], [0.0540, 1.8014, 0.5847], [-0.1260, -1.8208, 1.4700], [2.2244, -2.0096, -0.5123], [-0.4483, 0.8383, -0.5738]], "forces_ev_per_a": [[-0.2248, -0.3030, 0.0326], [-0.2706, 0.5388, 0.1782], [0.0119, -0.0189, -0.0752], [0.4392, 1.5773, -0.2496], [0.0852, -2.6537, 0.2462], [0.2433, 0.0626, -0.0055], [0.1512, -0.0238, -0.3032], [-0.0333, 0.0827, -0.1007], [0.2025, -0.1685, 0.2433], [-0.5838, -0.4676, 0.7758], [0.0817, -0.0378, -0.0424], [0.0123, -0.6786, 0.8772], [-0.7846, -1.2796, -0.7806], [0.1339, -0.0213, 0.0432], [-0.0193, -0.1095, 0.1577], [0.5554, 3.5009, -0.9968]], "homo_ev": -9.282, "e_tot_ev": -7288.8796, "e_above_lowest_kj_mol": 167.9, "smiles": "[H]/N=C(/C)N.C=C", "gap_ev": 10.163, "total_charge": 0}

Record 5
{"formula": "C36H34N8O10", "method": "ωB97M-V/def2-TZVPD", "elements": ["C", "H", "N", "C", "C", "O", "H", "C", "O", "H", "H", "C", "C", "C", "H", "H", "C", "C", "H", "C", "H", "C", "H", "N", "C", "C", "O", "N", "C", "C", "C", "C", "H", "C", "N", "C", "H", "H", "C", "O", "C", "C", "C", "H", "H", "C", "H", "N", "H", "H", "H", "C", "C", "C", "H", "N", "O", "C", "O", "H", "H", "C", "N", "C", "H", "H", "H", "H", "C", "N", "C", "O", "H", "O", "H", "H", "H", "C", "C", "C", "H", "O", "H", "H", "C", "O", "H", "H"], "xyz": [[-0.6494, 0.8797, 3.9908], [5.2413, -1.8197, 1.6700], [-2.6009, 4.2486, 1.0122], [-1.8914, 6.1739, 2.3744], [4.0813, -0.3120, -3.9115], [4.3127, 1.6437, -8.4797], [-2.2028, -2.3815, -1.3999], [-7.7556, 2.6525, 0.1433], [-2.5783, 3.6160, -0.0477], [-1.3031, 7.8236, 3.6177], [3.0629, -2.9253, -4.6683], [-8.8225, 3.3886, 0.5299], [0.7924, 0.6620, 4.3746], [0.3626, 0.1785, -0.1250], [-0.8149, 0.7120, 2.9266], [-7.7166, 4.3320, 3.5499], [2.0297, -3.0373, -4.3394], [-1.9573, -0.4533, -0.6038], [3.7909, -5.9717, 2.7065], [-0.3995, 7.3199, 0.3314], [0.8958, 1.0529, 0.2179], [-0.1544, -2.0909, -0.9225], [0.0548, -3.1017, -1.2402], [1.6002, -5.2739, 1.2773], [2.7524, 1.2570, -5.3218], [-6.6006, 2.4655, 0.9168], [-5.4979, 1.0997, -0.6199], [2.2742, -1.4776, -0.4774], [0.6289, -7.7775, 3.9960], [0.5326, -6.8972, 3.0039], [3.0602, 0.6431, -4.1215], [2.9339, -6.5143, 3.0772], [0.2735, 7.7090, -0.4183], [-8.7646, 4.0164, 1.7211], [7.6255, -3.1896, 3.1175], [4.7143, 0.0370, -6.2201], [5.3993, -0.2730, -6.9954], [-1.1034, 5.7164, -0.8575], [-0.3906, 7.9036, 1.6050], [2.6401, -5.0099, 0.7055], [0.8090, -1.2041, -0.4798], [-1.8585, 5.5411, 1.1227], [4.8375, -0.6301, -5.0381], [-1.2392, 1.4166, 0.1790], [4.0072, -7.6332, 4.4297], [-1.1096, 6.1032, 0.1508], [-2.4929, 5.7232, 3.1500], [0.5413, -1.4283, -5.5817], [1.8130, 1.7670, -5.4762], [-5.7356, 3.0945, 2.8480], [-7.7969, 2.1325, -0.8024], [3.6177, 0.9693, -6.4050], [-1.0020, 0.4246, -0.1761], [-6.5772, 3.1318, 2.1722], [6.2143, -2.5163, 0.3459], [1.8732, 0.4109, 4.7499], [0.5363, -4.6908, 0.9497], [-1.2056, 7.4058, 2.6265], [-4.5809, 1.3039, 1.3656], [-0.2101, -8.3558, 4.3536], [-0.4652, -6.6848, 2.6494], [1.7156, -6.1652, 2.4787], [3.3228, 1.5196, -7.7395], [5.7215, -2.7239, 1.2958], [-2.9642, -0.0677, -0.6653], [0.1357, 8.8026, 1.8903], [5.5875, -1.3994, -4.9287], [2.4103, 0.9620, -3.3200], [2.9986, -7.4118, 4.1135], [-5.4619, 1.6108, 0.4715], [1.2099, -2.1418, -4.9935], [2.1078, 1.8489, -7.9761], [-9.7278, 3.4616, -0.0545], [2.9568, -0.7762, 0.1932], [2.0148, -8.8732, 5.2630], [4.0290, -0.7632, -2.9317], [-9.5484, 4.6321, 2.1369], [1.8703, -8.0670, 4.5591], [6.7847, -3.0468, 2.2849], [-7.6909, 3.8782, 2.5702], [-1.3666, 0.3216, 4.5927], [2.6728, -2.4526, -1.1124], [-0.8426, 1.9185, 4.2589], [1.7176, -4.0649, -4.5254], [-1.4654, -1.6917, -1.0170], [-3.1449, 3.6970, 2.0389], [2.0554, -2.7231, -3.2959], [5.0701, -3.5906, 1.1835]], "forces_ev_per_a": [[1.1103, 0.6473, 0.5163], [-0.3796, -0.2256, -0.2535], [-0.8407, -3.4013, 1.0134], [0.0695, 1.0846, 0.3733], [-2.1681, 1.6566, -1.0566], [-2.3178, -0.0656, 0.6809], [0.1340, -0.3250, -0.0803], [1.9849, -2.0457, -1.4758], [0.2347, 1.7842, 0.8498], [0.2180, 0.2388, -0.1146], [-0.0082, -0.0559, -0.2362], [-0.9598, 0.2370, -0.4929], [0.9957, -1.2042, 0.7646], [-0.1644, -3.0985, -0.5107], [0.0599, 0.0167, 0.1341], [0.1552, 0.1041, -0.0205], [1.9819, -1.3081, 1.4316], [0.9194, -0.5012, -0.5183], [0.3544, -0.2744, 0.0715], [-0.0083, -1.0252, 1.6325], [1.0401, -0.6347, -0.0779], [0.8658, -0.1656, -0.2110], [0.4867, 0.0368, 0.1266], [-0.6084, 2.0521, -0.0355], [1.3670, -1.1676, -1.7773], [-0.6041, 1.5995, 1.3278], [0.0131, 0.5351, -0.1649], [-1.8703, -1.9150, -0.6479], [0.8835, -1.7469, 1.7476], [0.8594, 3.4978, -2.7947], [0.0499, 0.0827, 0.7805], [-1.0062, 2.2199, -1.9195], [-0.2993, -0.0774, -0.2840], [-0.4483, 1.1524, 2.3187], [-3.3972, 0.3929, -3.4272], [-1.7501, 1.3105, -1.1110], [-0.2733, 0.4456, -0.4187], [0.0215, -0.4390, 0.0229], [-0.9519, 0.2288, 0.4649], [0.1449, -0.6779, 0.2486], [-0.6553, 3.7653, 0.3878], [-0.7189, 0.1420, 2.7359], [0.5368, -0.4826, 1.8343], [-0.5848, 0.1371, -0.1883], [-0.1375, -0.2193, 0.5329], [0.9730, 1.4350, -2.5303], [-0.0001, -0.0108, 0.0665], [-0.6117, 0.6771, -0.3307], [0.2345, 0.3637, 0.0286], [0.2018, -0.3298, -0.2293], [0.0600, -0.0698, -0.1537], [0.3546, -1.2180, 1.2052], [1.3190, 1.3074, 0.7916], [0.0898, -0.4179, -0.4498], [-0.1763, 0.0405, -0.0258], [-2.4950, 0.7969, -1.0202], [1.3171, -2.0741, 1.3234], [-0.7072, -2.7479, -1.2003], [-2.7278, 1.2914, -2.7471], [-0.2973, 0.2380, -0.1234], [0.1089, 0.2165, -0.5323], [-2.4454, -2.6614, 1.4510], [-1.0445, 0.8548, -0.5215], [1.1579, -0.2902, 0.6285], [-0.2804, -0.6285, -0.0597], [0.3919, 0.1193, -0.6306], [0.1970, -0.0574, -0.2164], [-0.0033, -0.4070, 0.4356], [0.3083, -0.3929, -0.0972], [1.4810, -1.5336, 3.2291], [-1.2754, 1.2933, -1.6139], [3.9984, -0.9129, 0.2960], [0.1618, -0.0636, -0.3192], [1.1927, 1.2308, 0.8084], [-0.3002, 0.0758, 0.2719], [0.8330, -0.3980, -0.0829], [-0.4782, -0.0238, -0.4473], [0.8518, -0.2402, -0.1146], [2.9564, -0.2474, 3.0351], [1.1159, -0.6161, -0.4144], [0.4425, -0.4228, -0.0549], [-0.1842, 0.5909, 0.0532], [-0.1508, 0.1562, -0.4047], [-0.0293, 0.0294, 0.4219], [-2.1984, 0.3108, 0.1460], [1.6818, 2.8036, -2.3579], [-0.1088, -0.7050, 0.2999], [-0.2496, 0.3263, 0.0072]], "homo_ev": -9.721, "e_tot_ev": -70261.1585, "e_above_lowest_kj_mol": 334.4, "smiles": "O=[N+]([O-])c1ccccc1.O=[N+]([O-])c1ccccc1.O=[N+]([O-])c1ccccc1.O=[N+]([O-])c1ccccc1.O=[N+]([O-])c1ccccc1.CC#N.CC#N.CC#N", "gap_ev": 8.517, "total_charge": 0}

Record 6
{"formula": "C17H31N5O2", "method": "ωB97M-V/def2-TZVPD", "elements": ["N", "H", "H", "H", "C", "C", "O", "H", "H", "H", "C", "H", "N", "H", "N", "H", "H", "H", "C", "C", "H", "H", "C", "H", "N", "H", "H", "H", "C", "H", "C", "H", "C", "C", "H", "H", "O", "H", "H", "N", "C", "C", "H", "H", "H", "C", "C", "H", "H", "C", "C", "H", "H", "H", "C"], "xyz": [[4.6630, -0.6684, 0.0668], [-4.0705, -3.9793, -0.6833], [1.0735, 0.1152, 2.4503], [2.0687, -0.2767, -1.0115], [-4.3257, -2.1462, 0.4435], [0.4519, 1.0722, -0.5352], [-2.4866, 1.3314, -1.6037], [-5.6042, -1.9982, 2.1817], [0.0264, 2.3286, 2.5129], [7.2841, -2.7959, 0.0791], [1.4856, 0.0145, -0.1361], [-5.9551, 0.2386, 0.4655], [2.3932, 0.4600, 0.9091], [-3.4766, -4.0649, 0.9753], [-3.5791, 1.2272, 0.2863], [7.0975, -1.2859, 0.9743], [3.0691, 2.1778, -0.2058], [-3.3527, -1.7426, 0.1412], [4.4926, 0.5916, -0.3663], [-5.3934, -1.6149, -0.5197], [-6.3565, -2.0674, -0.2731], [-3.8936, -2.2125, 2.5560], [-2.5072, 1.6535, -0.3050], [6.1219, -1.0626, -1.3020], [-3.6344, 0.6417, -1.8542], [4.0360, -0.9909, 0.7906], [-1.0610, 3.2038, -0.3750], [-4.4722, -0.6475, 1.9988], [4.8070, -2.7710, -1.1608], [5.4926, -3.4666, -1.6366], [3.4299, 1.3563, 0.4279], [0.9542, 1.9329, -1.0130], [0.6066, 2.0408, 1.6337], [-1.3811, 2.4004, 0.3124], [-0.2350, 0.6409, -1.2646], [2.3031, 1.3524, 2.7884], [5.1265, 1.1023, -1.2662], [4.1173, -2.3956, -1.9127], [-5.1279, -1.9142, -1.5355], [-0.2962, 1.4886, 0.6395], [6.5619, -2.1205, 0.5292], [1.6216, 0.9633, 2.0291], [6.0300, -2.6535, 1.3150], [-5.2111, -4.1066, 0.6572], [3.9352, 1.8007, 1.2908], [5.5814, -1.6166, -0.5273], [-4.5945, -1.7210, 1.8848], [4.2387, -3.3062, -0.4023], [-1.7560, 2.8420, 1.2373], [-5.5580, -0.0890, -0.4943], [-4.2618, 0.5929, -0.7134], [-6.2490, 0.2030, -1.2867], [1.1340, 2.9352, 1.2558], [0.9559, -0.8633, 0.2456], [-4.2663, -3.6693, 0.3408]], "forces_ev_per_a": [[0.0502, -0.3708, 0.1337], [0.0096, -0.0987, -0.1066], [-0.0207, 0.0830, 0.0784], [-0.0345, -0.0764, -0.0055], [-0.2329, -0.1841, 0.0276], [0.1881, -0.2844, -0.0671], [0.5970, 0.4928, 0.4196], [-0.1553, -0.0434, 0.0780], [0.0367, 0.0468, -0.0046], [0.0945, -0.1240, -0.0027], [-0.1810, 0.0610, -0.2078], [-0.0216, 0.0668, -0.0621], [0.1020, 0.0898, 0.1398], [0.0660, -0.0981, 0.0638], [0.3871, 0.3136, 0.3969], [0.0619, 0.0512, 0.0656], [0.1103, -0.0835, 0.0278], [-0.0087, -0.0003, -0.0139], [-0.2685, 0.0440, 0.3100], [0.2187, 0.1226, 0.1313], [-0.0390, -0.0826, -0.0284], [0.0477, -0.0274, 0.1190], [-0.6248, -0.1834, 0.1412], [-0.0796, -0.1022, 0.1223], [-0.9498, -0.6534, -0.4773], [-0.0780, 0.1277, -0.0389], [-0.0076, -0.0065, 0.1391], [-0.0311, 0.1148, 0.1182], [0.1667, 0.2870, -0.0173], [0.0469, -0.1389, -0.0496], [-0.0186, 0.0574, -0.1393], [-0.0660, -0.0058, -0.0017], [0.1441, -0.1883, 0.1772], [0.2454, -0.0028, -0.1594], [0.0980, 0.0301, -0.0138], [-0.0202, -0.0343, 0.0104], [0.1648, 0.2870, -0.2933], [-0.0804, 0.0038, -0.0785], [-0.0657, -0.0510, -0.0315], [-0.0630, 0.0680, 0.0235], [-0.0658, 0.1842, -0.2606], [-0.1242, 0.2283, 0.1561], [-0.0412, -0.0875, 0.1166], [-0.1222, -0.0898, 0.0428], [-0.0331, 0.0225, -0.0456], [0.1686, -0.0975, -0.0827], [0.1729, 0.0388, -0.2609], [-0.0757, -0.1015, 0.0831], [-0.0084, -0.0024, -0.1401], [-0.1422, -0.3137, -0.2395], [0.4735, 0.3729, -0.2466], [-0.0540, 0.0472, 0.0983], [-0.0410, 0.0153, 0.0258], [-0.0197, -0.0104, -0.1190], [0.1243, 0.2864, -0.0516]], "homo_ev": -8.755, "e_tot_ev": -29677.5308, "e_above_lowest_kj_mol": 21.1, "smiles": "CC(C)CCc1noc(CN2CCN(CC(=O)NC(C)C)CC2)n1", "gap_ev": 9.436, "total_charge": 0}